Entry 1:
Density functional theory data (the ωB97M-V functional and the def2-TZVPD basis) for C16H34F3N5O6PRu as an isolated structure in a non-equilibrium geometry.

Computed properties:
Gap between HOMO and LUMO (spin up / spin down) = 9.7 / 4.1 eV
⟨S²⟩ = 8.7659
Spin multiplicity = 6
E = -56888.0699 eV
Charge = +2
E_HOMO (spin up / spin down) = -14.3 / -14.1 eV
Relative energy (zero: lowest compared OMol25 entry of this formula, charge and spin) = 222.7 kJ/mol

Atoms and positions in Å:
Ru (-0.181, 0.473, 1.215)
C (3.052, 4.191, -1.503)
N (2.727, 2.810, -1.220)
C (3.666, 1.824, -1.715)
C (1.659, 2.427, -0.542)
O (1.406, 1.220, -0.334)
C (0.704, 3.504, -0.031)
O (-0.264, 2.900, 0.798)
C (-1.595, 3.373, 0.710)
C (-2.533, 2.258, 0.222)
O (-2.144, 1.074, 0.226)
N (-3.752, 2.587, -0.176)
C (-4.230, 3.948, -0.301)
C (-4.694, 1.549, -0.546)
H (3.873, 4.213, -2.215)
H (2.208, 4.721, -1.941)
H (3.370, 4.715, -0.601)
H (3.684, 1.844, -2.805)
H (4.666, 2.048, -1.345)
H (3.364, 0.838, -1.371)
H (1.266, 4.246, 0.558)
H (0.237, 3.994, -0.896)
H (-1.904, 3.640, 1.733)
H (-1.660, 4.252, 0.061)
H (-3.929, 4.565, 0.542)
H (-3.873, 4.397, -1.230)
H (-5.317, 3.931, -0.337)
H (-4.225, 0.573, -0.437)
H (-5.561, 1.602, 0.112)
H (-5.023, 1.686, -1.576)
F (-1.326, 0.688, 5.995)
C (-0.104, 0.538, 5.490)
F (0.415, -0.577, 5.989)
F (0.648, 1.562, 5.893)
C (-0.146, 0.506, 3.926)
O (0.250, -0.513, 3.339)
O (-0.545, 1.522, 3.340)
C (-0.543, -4.648, 1.297)
N (-0.256, -4.182, -0.035)
C (-0.119, -5.192, -1.048)
P (0.184, -2.569, -0.246)
O (-0.571, -1.756, 0.732)
N (-0.176, -2.215, -1.829)
C (-1.592, -2.128, -2.124)
C (0.715, -1.733, -2.856)
N (1.848, -2.396, -0.065)
C (2.351, -1.736, 1.122)
C (2.751, -3.335, -0.695)
H (0.251, -5.311, 1.659)
H (-1.476, -5.218, 1.301)
H (-0.644, -3.798, 1.971)
H (0.760, -5.821, -0.870)
H (-0.047, -4.737, -2.034)
H (-0.996, -5.844, -1.031)
H (-2.167, -2.305, -1.216)
H (-1.874, -2.872, -2.871)
H (-1.847, -1.139, -2.507)
H (1.745, -1.758, -2.516)
H (0.462, -0.702, -3.123)
H (0.618, -2.349, -3.756)
H (1.771, -0.814, 1.316)
H (3.397, -1.467, 0.975)
H (2.285, -2.368, 2.015)
H (2.224, -3.914, -1.449)
H (3.190, -4.020, 0.034)
H (3.569, -2.798, -1.182)



Entry 2:
Density functional theory data (the ωB97M-V functional and the def2-TZVPD basis) for C16H34MoN3OPSSi as an isolated structure in a non-equilibrium geometry.

Computed properties:
Gap between HOMO and LUMO (spin up / spin down) = 6.1 / 6.1 eV
Spin multiplicity = 1
E = -53501.7428 eV
Charge = +2
E_HOMO (spin up / spin down) = -14.2 / -14.2 eV

Atoms and positions in Å:
Mo (-0.291, -0.056, -0.685)
Si (0.166, -2.237, -1.818)
P (0.540, 1.205, -2.529)
N (-1.993, 0.316, -0.921)
H (0.570, 1.188, 0.146)
C (0.849, 2.992, -2.451)
H (1.006, 3.434, -3.449)
H (1.741, 3.193, -1.843)
H (0.003, 3.509, -1.979)
C (1.952, 0.582, -3.498)
H (2.101, 1.192, -4.403)
H (1.796, -0.460, -3.801)
H (2.859, 0.625, -2.883)
C (-0.853, 1.093, -3.731)
H (-0.609, 1.625, -4.661)
H (-1.759, 1.536, -3.302)
H (-1.077, 0.049, -3.970)
C (1.885, -3.037, -1.930)
H (2.265, -3.230, -0.921)
H (2.596, -2.399, -2.466)
H (1.772, -3.991, -2.465)
H (-0.579, -3.302, -1.087)
H (-0.218, -2.239, -3.270)
C (-3.317, 0.063, -0.960)
C (-5.547, 0.823, -0.515)
C (-4.192, 0.921, -0.279)
C (-3.814, -1.041, -1.688)
C (-5.173, -1.128, -1.920)
C (-6.051, -0.192, -1.346)
H (-6.228, 1.559, -0.073)
H (-3.726, 1.692, 0.350)
H (-3.085, -1.753, -2.106)
H (-5.568, -1.912, -2.575)
H (-7.120, -0.253, -1.547)
C (3.454, -0.137, 0.294)
O (2.518, -0.477, -0.432)
C (3.264, 0.536, 1.614)
H (4.204, 1.013, 1.917)
H (3.009, -0.233, 2.362)
H (2.453, 1.277, 1.574)
C (4.865, -0.476, -0.116)
H (5.457, 0.440, -0.237)
H (4.854, -1.039, -1.056)
H (5.355, -1.072, 0.665)
C (-1.359, 0.769, 5.280)
N (-0.700, 0.975, 3.981)
C (-0.001, 0.014, 3.339)
S (0.090, -0.058, 1.591)
N (0.616, -0.980, 4.025)
C (1.288, -0.799, 5.321)
H (-1.097, -0.192, 5.707)
H (-2.440, 0.805, 5.099)
H (-1.078, 1.568, 5.981)
H (-1.166, 1.623, 3.359)
H (1.108, -1.632, 3.410)
H (0.986, -1.597, 6.017)
H (2.369, -0.864, 5.133)
H (1.052, 0.170, 5.752)



Entry 3:
Density functional theory data (the ωB97M-V functional and the def2-TZVPD basis) for C16H34N2O6P2Ti as an isolated structure.

Computed properties:
Gap between HOMO and LUMO (spin up / spin down) = 6.4 / 9.3 eV
⟨S²⟩ = 2.0033
Spin multiplicity = 3
E = -74106.0796 eV
E_HOMO (spin up / spin down) = -5.9 / -8.8 eV
Relative energy (zero: lowest compared OMol25 entry of this formula, charge and spin) = 0.0 kJ/mol

Atoms and positions in Å:
Ti (0.057, 0.256, -0.489)
O (1.132, 1.579, 0.937)
C (0.283, 2.276, 1.851)
C (-1.147, 2.294, 1.322)
N (-1.590, 0.957, 0.913)
C (-2.806, 0.991, 0.080)
C (-2.478, 0.997, -1.424)
O (-3.065, 1.776, -2.167)
O (-1.586, 0.137, -1.777)
C (-1.678, 0.003, 2.029)
C (-1.024, -1.359, 1.729)
O (-1.283, -2.298, 2.457)
O (-0.181, -1.362, 0.746)
H (1.756, 0.982, 1.415)
H (0.634, 3.305, 1.963)
H (0.337, 1.801, 2.833)
H (-1.193, 2.938, 0.444)
H (-1.798, 2.725, 2.097)
H (-3.442, 1.844, 0.330)
H (-3.374, 0.078, 0.265)
H (-2.707, -0.149, 2.358)
H (-1.135, 0.394, 2.890)
C (2.244, -2.216, 2.877)
P (2.991, -0.859, 1.913)
C (4.566, -0.595, 2.816)
C (3.674, -1.778, 0.463)
C (2.649, -2.349, -0.517)
P (1.834, -1.134, -1.639)
C (1.065, -2.316, -2.809)
C (3.256, -0.533, -2.628)
H (2.936, -3.056, 2.979)
H (1.323, -2.550, 2.399)
H (1.982, -1.853, 3.872)
H (5.116, -1.529, 2.949)
H (4.361, -0.168, 3.799)
H (5.192, 0.110, 2.268)
H (4.284, -2.593, 0.865)
H (4.367, -1.105, -0.050)
H (1.837, -2.849, 0.016)
H (3.134, -3.099, -1.150)
H (1.793, -3.013, -3.230)
H (0.569, -1.778, -3.616)
H (0.298, -2.876, -2.271)
H (3.883, -1.359, -2.972)
H (3.860, 0.161, -2.042)
H (2.887, 0.011, -3.498)
C (-1.565, 3.841, -4.222)
N (-0.773, 3.640, -3.018)
C (-1.074, 4.528, -1.908)
C (-0.170, 2.468, -2.762)
C (-0.020, 1.496, -3.897)
O (0.264, 2.214, -1.624)
H (-1.722, 4.909, -4.359)
H (-2.532, 3.342, -4.126)
H (-1.047, 3.463, -5.099)
H (-2.026, 4.249, -1.448)
H (-1.142, 5.549, -2.281)
H (-0.280, 4.467, -1.170)
H (-1.005, 1.137, -4.193)
H (0.558, 0.649, -3.540)
H (0.474, 1.954, -4.754)